{
  "formula": "C2H7NO4PS",
  "method": "the ωB97M-V functional and the def2-TZVPD basis",
  "species": ["C", "C", "N", "O", "O", "O", "O", "P", "S", "H", "H", "H", "H", "H", "H", "H"],
  "positions_angstrom": [[1.47, 2.28, 0.59], [1.18, -0.20, 0.27], [1.87, 0.90, 0.30], [3.10, 0.66, 0.28], [-0.80, -1.40, -1.69], [-1.63, -2.15, 0.52], [-0.69, 0.29, 0.11], [-1.58, -0.85, -0.41], [-3.52, -0.30, -0.64], [2.34, 2.72, 0.09], [1.56, 2.41, 1.63], [0.65, 2.42, -0.09], [1.42, -0.92, -0.43], [-3.93, -1.49, -0.13], [-0.50, -2.30, -1.63], [-0.95, -2.08, 1.24]],
  "lowdin_charge": [0.073, 0.240, -0.301, 0.152, -0.122, -0.164, -0.293, 0.211, 0.690, 0.122, 0.103, 0.101, 0.088, -0.103, 0.087, 0.116],
  "largest_force_ev_per_a": 3.6,
  "homo_energy_ev": [-12.59, -14.76],
  "total_energy_ha": -1175.25091,
  "lumo_energy_ev": [-4.766, -6.799],
  "multiplicity": 3,
  "charge": 1,
  "homo_lumo_gap_ev": [7.828, 7.958]
}